(1)
The following is a DFT calculation (wB97M-V/def2-TZVPD) of C51H50N6O8SSiSn as an isolated structure.

Geometry as XYZ:
```
118
Properties=species:S:1:pos:R:3
Sn -0.1012 -0.1744 1.0595
N -2.3477 -1.5214 0.0320
C -3.0984 -2.5414 0.7493
C -2.1115 -3.5383 1.3641
N -1.1894 -2.9040 2.2837
C -1.5721 -2.8066 3.6748
C -2.1940 -1.4383 4.0003
N -1.2583 -0.3704 3.6796
H -2.9394 -0.7821 -0.3321
H -1.8312 -1.9392 -0.7374
H -3.8028 -3.0950 0.1120
H -3.6784 -2.0560 1.5381
H -1.5313 -3.9655 0.5418
H -2.6808 -4.3511 1.8445
H -0.2357 -3.2043 2.1427
H -0.6863 -2.9359 4.3034
H -2.2934 -3.5956 3.9459
H -2.5089 -1.4302 5.0520
H -3.0845 -1.3138 3.3829
H -0.7058 -0.0787 4.4719
H -1.7170 0.4466 3.2772
O 5.5509 3.3169 5.3067
C 5.1414 2.1769 5.5975
O 5.5557 1.3612 6.4539
C 3.9354 1.6650 4.7646
C 3.2335 0.5385 5.1812
C 2.2265 0.0390 4.3815
N 1.8967 0.5603 3.1937
C 2.5629 1.6426 2.7885
C 3.5632 2.2343 3.5566
C 2.2690 2.1738 1.3776
O 2.8872 3.1775 1.0221
O 1.4387 1.5126 0.6584
H 3.5180 0.0654 6.1118
H 1.6741 -0.8504 4.6721
H 4.0698 3.1140 3.1860
O -1.8672 1.2247 1.5151
Si -2.6787 2.4034 0.8315
C -3.8732 3.1813 2.0935
C -4.5850 4.3538 1.8240
C -5.4409 4.9143 2.7634
C -5.5999 4.3123 4.0066
C -4.8974 3.1509 4.3005
C -4.0465 2.5961 3.3504
C -1.6078 3.7876 0.1401
C -0.3861 4.0556 0.7666
C 0.5105 4.9766 0.2441
C 0.1944 5.6543 -0.9262
C -1.0176 5.4131 -1.5614
C -1.9069 4.4862 -1.0329
C -3.7644 1.7891 -0.6008
C -3.1399 1.4441 -1.8097
C -3.8751 0.9404 -2.8755
C -5.2492 0.7633 -2.7568
C -5.8832 1.0869 -1.5641
C -5.1443 1.5950 -0.5004
H -4.4604 4.8389 0.8588
H -5.9824 5.8245 2.5301
H -6.2652 4.7494 4.7426
H -5.0088 2.6790 5.2704
H -3.4949 1.6882 3.5780
H -0.1186 3.5004 1.6619
H 1.4656 5.1341 0.7293
H 0.9011 6.3548 -1.3552
H -1.2583 5.9271 -2.4853
H -2.8396 4.2902 -1.5539
H -2.0632 1.5711 -1.9108
H -3.3748 0.6829 -3.8031
H -5.8237 0.3741 -3.5900
H -6.9527 0.9386 -1.4622
H -5.6492 1.8426 0.4294
O 0.1424 1.6419 -2.5918
C 0.3891 0.4513 -2.5933
N 1.1456 -0.1708 -3.5952
C 0.9709 -1.6051 -3.5651
C 0.1999 -1.7215 -2.1880
O -0.1543 -2.8118 -1.7360
N -0.0419 -0.5038 -1.6909
C 2.3082 -2.3423 -3.5732
C 3.2936 -1.9296 -4.4679
C 4.5355 -2.5462 -4.4984
C 4.8114 -3.5985 -3.6360
C 3.8351 -4.0222 -2.7469
C 2.5904 -3.4025 -2.7149
C 0.0046 -2.1111 -4.6335
C -1.0824 -1.3177 -5.0032
C -2.0237 -1.7792 -5.9099
C -1.8940 -3.0442 -6.4702
C -0.8131 -3.8358 -6.1137
C 0.1288 -3.3748 -5.2016
H 1.3173 0.3330 -4.4477
H 3.0898 -1.1105 -5.1493
H 5.2927 -2.1988 -5.1918
H 5.7805 -4.0829 -3.6584
H 4.0443 -4.8371 -2.0632
H 1.8315 -3.7338 -2.0178
H -1.1940 -0.3325 -4.5649
H -2.8674 -1.1509 -6.1717
H -2.6292 -3.4104 -7.1770
H -0.7005 -4.8255 -6.5426
H 0.9682 -4.0022 -4.9287
C 4.0982 -3.9003 1.4136
S 3.0984 -2.4655 1.9256
O 1.7615 -2.6842 1.2896
C 3.9851 -1.3093 0.8851
C 5.1219 -0.6861 1.3796
C 5.7857 0.2263 0.5736
C 5.3041 0.5059 -0.6999
C 4.1619 -0.1219 -1.1775
C 3.4937 -1.0374 -0.3781
H 4.1223 -3.9421 0.3252
H 3.6371 -4.7961 1.8323
H 5.1014 -3.7612 1.8226
H 5.4665 -0.8937 2.3882
H 6.6576 0.7419 0.9560
H 5.8043 1.2487 -1.3094
H 3.7671 0.1143 -2.1585
H 2.5829 -1.5208 -0.7109
```

Results
DFT total energy (Ha): -3806.18317
LUMO energy (eV): 3.70
HOMO-LUMO gap (eV): 6.744
HOMO level (eV): -3.04
Charge: -2

Results of the Mulliken charge analysis, in e, for atoms 1 through 5:
1. Sn 2.828
2. N -0.303
3. C -0.770
4. C -1.007
5. N 0.481

=====

(2)
The following is a DFT calculation (wB97M-V/def2-TZVPD) of C51H52NO6P2Pd as an isolated structure at a distorted geometry.

Geometry as XYZ:
```
113
Properties=species:S:1:pos:R:3
C -0.3716 1.5462 -4.6125
N -1.8513 1.5731 -4.4056
C -2.2971 0.1318 -4.6970
C -3.6846 0.0035 -5.3146
C -4.5246 1.2691 -5.1391
C -3.8480 2.4640 -5.7829
C -2.3314 2.4884 -5.5930
H 0.0709 2.5077 -4.3258
H 0.0497 0.6862 -4.0693
H -0.2017 1.4323 -5.6986
H -1.5701 -0.2783 -5.4297
H -2.1872 -0.3877 -3.7319
H -3.5843 -0.2730 -6.3826
H -4.1394 -0.8512 -4.8110
H -5.5038 1.1089 -5.5878
H -4.7066 1.4155 -4.0705
H -4.0292 2.4243 -6.8695
H -4.2710 3.4092 -5.4351
H -1.9654 3.5058 -5.3908
H -1.8543 2.0846 -6.5136
C 3.0251 -1.1770 5.3740
C 1.7682 -0.8150 5.8608
C 0.6094 -1.2862 5.2459
C 0.7567 -2.0543 4.0950
O -0.3641 -2.2458 3.2618
P -1.1640 -1.0273 2.5105
O -2.3587 -1.8668 1.7612
C -2.7214 -3.2103 1.9211
C -3.9192 -3.4893 2.5744
C -4.2830 -4.8278 2.7499
C -3.4744 -5.8566 2.2639
C -2.3074 -5.5528 1.5622
C -1.9160 -4.2215 1.3953
O -1.9605 -0.3737 3.7868
C -3.2704 0.1211 3.8337
C -3.7915 0.3257 5.1066
C -5.0836 0.8334 5.2382
C -5.8395 1.1239 4.0976
C -5.2975 0.9004 2.8285
C -3.9954 0.4005 2.6861
Pd -0.0180 0.5070 1.2129
P 1.9083 -0.4077 0.3045
O 3.2273 -0.3827 1.2861
C 4.6059 -0.5312 1.0488
C 5.4514 0.5166 1.4099
C 6.8006 0.4380 1.0610
C 7.2830 -0.6939 0.3984
C 6.4265 -1.7559 0.1151
C 5.0831 -1.7049 0.4749
O 1.9116 -1.9593 -0.2600
C 2.0011 -2.2922 -1.6264
C 3.0377 -3.1260 -2.0201
C 3.2799 -3.2960 -3.3855
C 2.4567 -2.7064 -4.3397
C 1.3654 -1.9449 -3.9135
C 1.1322 -1.7263 -2.5518
O 2.4252 0.3912 -1.0317
C 3.4132 1.3760 -1.1425
C 4.5190 1.0875 -1.9346
C 5.5607 2.0129 -1.9605
C 5.4776 3.1879 -1.2168
C 4.3261 3.4846 -0.4880
C 3.2704 2.5727 -0.4559
C -1.0756 2.2189 -0.6821
C -1.2540 2.7433 0.6953
C -0.1336 2.8266 1.5955
C -0.3180 3.3696 2.9053
C -1.5750 3.6863 3.3952
C -2.6643 3.5953 2.5161
C -2.5084 3.1806 1.1967
C -2.0498 1.7024 -1.5420
C -2.2411 2.1493 -2.9778
C 1.9975 -2.5230 3.6499
C 3.1460 -2.0376 4.2795
H 3.9145 -0.7454 5.8338
H 1.6669 -0.1613 6.7300
H -0.3794 -1.0139 5.6064
H -4.5431 -2.6628 2.9134
H -5.1982 -5.0514 3.2918
H -3.7504 -6.8970 2.4305
H -1.6780 -6.3428 1.1492
H -1.0178 -3.9516 0.8428
H -3.1682 0.0707 5.9604
H -5.4879 0.9918 6.2371
H -6.8543 1.5264 4.1766
H -5.8563 1.1170 1.9231
H -3.5495 0.2605 1.7027
H 5.0109 1.3724 1.9149
H 7.4551 1.2814 1.2839
H 8.3301 -0.7486 0.0997
H 6.7848 -2.6492 -0.3949
H 4.4119 -2.5450 0.3091
H 3.6297 -3.6162 -1.2542
H 4.1378 -3.8913 -3.6856
H 2.6654 -2.8271 -5.4093
H 0.6943 -1.4978 -4.6409
H 0.2732 -1.1470 -2.2103
H 4.5271 0.1558 -2.5023
H 6.4535 1.7742 -2.5375
H 6.3187 3.8827 -1.2150
H 4.2320 4.4098 0.0777
H 2.3380 2.7857 0.0645
H -0.0360 1.9855 -0.9858
H 0.9126 2.7407 1.2595
H 0.5289 3.5472 3.5644
H -1.7453 4.1216 4.3850
H -3.6705 3.8363 2.8491
H -3.3593 3.0642 0.5277
H -2.8438 0.9957 -1.2370
H -1.8677 3.1991 -2.9753
H -3.3507 2.2412 -3.0940
H 2.0635 -3.1994 2.8006
H 4.1272 -2.3321 3.8993
```

Results
DFT total energy (Ha): -3291.19726
LUMO energy (eV): -3.18
HOMO-LUMO gap (eV): 6.016
HOMO level (eV): -9.20
Charge: +1

Results of the Mulliken charge analysis, in e, for atoms 1 through 5:
1. C -1.194
2. N 0.507
3. C -0.352
4. C -0.764
5. C -0.739